Record 1
Entry from the OMol25 dataset: an isolated molecule of C16H21N5O2S in a non-equilibrium geometry (ωB97M-V with the def2-TZVPD basis set).

The geometry in XYZ format:
```
45
C16H21N5O2S, DFT ωB97M-V with the def2-TZVPD basis set
C -1.3120 -1.8765 -2.3003
H -1.4986 -1.5900 -3.3320
C -2.6173 -1.8980 -1.5148
H -3.1194 -0.9308 -1.5945
C -2.3837 -2.2240 -0.0374
N -1.7079 -1.1482 0.6415
C -0.4117 -1.1618 1.0555
N -0.0489 0.0080 1.5170
N -1.0960 0.8239 1.3870
C -2.0945 0.1532 0.8668
C -3.3810 0.7701 0.5946
C -4.6050 0.1104 0.6913
C -5.7618 0.8228 0.4200
N -5.7770 2.0987 0.0782
C -4.6169 2.7320 0.0079
C -3.3990 2.1247 0.2541
H -2.4705 2.6679 0.1918
H -4.6729 3.7780 -0.2632
H -6.7308 0.3441 0.4810
H -4.6717 -0.9225 0.9928
S 0.6289 -2.5458 0.9575
C 2.1724 -1.6184 1.1660
H 2.9830 -2.3441 1.0984
H 2.1377 -1.1573 2.1507
C 2.2603 -0.5773 0.0520
O 1.6014 -0.6797 -0.9642
N 3.1026 0.4508 0.2626
C 4.0132 0.6473 1.3668
H 4.0071 -0.2020 2.0456
C 5.4328 0.8379 0.8084
H 6.1278 1.0862 1.6120
O 5.4915 1.9013 -0.1080
C 4.6135 1.6853 -1.1916
H 4.7103 2.5557 -1.8413
C 3.1718 1.5295 -0.7062
H 2.5049 1.2879 -1.5338
H 2.8420 2.4560 -0.2237
H 4.9155 0.7821 -1.7435
H 5.7571 -0.0961 0.3218
H 3.7162 1.5503 1.9135
H -1.7456 -3.1081 0.0499
H -3.3304 -2.4346 0.4668
H -3.2852 -2.6563 -1.9282
H -0.8502 -2.8612 -2.2939
H -0.6017 -1.1715 -1.8750
```

## Properties
DFT total energy	-39313.390	eV
orbital gap	8.9	eV
SMILES	CCCn1c(SCC(=O)N2CCOCC2)nnc1-c1ccncc1
highest occupied orbital energy	-8.4	eV

Record 2
Entry from the OMol25 dataset: an isolated molecule of C16H21N5O5S2 in a non-equilibrium geometry (ωB97M-V with the def2-TZVPD basis set).

The geometry in XYZ format:
```
49
C16H21N5O5S2, DFT ωB97M-V with the def2-TZVPD basis set
C 3.5317 -0.4859 -6.6036
H 3.2334 -0.9066 -7.5659
H 4.4983 0.0052 -6.6780
H 2.7685 0.2163 -6.2636
O 3.6804 -1.5173 -5.6353
C 2.6831 -2.3898 -5.5547
O 1.7559 -2.4568 -6.3143
C 2.9248 -3.3490 -4.3998
H 3.3087 -4.2997 -4.7702
H 3.6153 -2.9087 -3.6829
S 1.3520 -3.7310 -3.5840
C 0.7821 -2.1012 -3.4382
N 1.4654 -1.0344 -3.7642
N 0.6762 0.0263 -3.5438
C -0.4699 -0.4002 -3.0910
N -0.4580 -1.7660 -2.9900
C -1.4980 -2.6545 -2.5519
H -2.1989 -2.8459 -3.3672
H -2.0297 -2.2117 -1.7078
H -1.0459 -3.5969 -2.2466
C -1.6026 0.4760 -2.6785
N -1.3979 0.9891 -1.3367
C -1.8629 0.3419 -0.2465
O -2.5643 -0.6511 -0.3202
C -1.4922 0.9610 1.0624
C -2.4324 0.9176 2.0901
C -2.1392 1.4673 3.3243
C -0.8973 2.0382 3.5278
C 0.0556 2.0687 2.5284
C -0.2416 1.5303 1.2873
H 0.5126 1.5302 0.5136
H 1.0148 2.5147 2.7403
S -0.5425 2.7532 5.1329
O 0.8166 3.2195 5.1452
O -1.5819 3.6822 5.4605
N -0.7406 1.3930 6.1136
C 0.3623 0.4738 5.9578
H 0.1301 -0.4541 6.4792
H 0.4863 0.2669 4.8963
H 1.2975 0.8899 6.3488
C -1.0655 1.7110 7.4874
H -1.5027 0.8326 7.9626
H -1.7930 2.5186 7.4690
H -0.1857 2.0322 8.0559
H -2.8511 1.4633 4.1334
H -3.3864 0.4504 1.8990
H -0.7620 1.7628 -1.2336
H -2.5373 -0.0893 -2.6779
H -1.6718 1.3179 -3.3691
```

## Properties
DFT total energy	-56291.058	eV
orbital gap	8.6	eV
SMILES	COC(=O)CSc1nnc(CNC(=O)c2ccc(S(=O)(=O)N(C)C)cc2)n1C
highest occupied orbital energy	-8.6	eV

Record 3
Entry from the OMol25 dataset: an isolated molecule of C16H21N7O in a non-equilibrium geometry (ωB97M-V with the def2-TZVPD basis set).

The geometry in XYZ format:
```
45
C16H21N7O, DFT ωB97M-V with the def2-TZVPD basis set
C -1.1914 -4.6591 0.3827
C -0.4229 -3.4005 0.1321
C 0.8865 -3.2607 0.4133
C 1.6064 -1.9996 0.3062
C 2.9130 -1.9511 -0.1783
C 3.5516 -0.7390 -0.3564
C 2.9221 0.4615 -0.0457
C 1.6414 0.4125 0.4938
C 1.0005 -0.7948 0.6747
H 0.0226 -0.8169 1.1354
H 1.1310 1.3247 0.7620
C 3.6022 1.7834 -0.2906
C 3.7453 2.5772 1.0094
H 4.3105 3.4892 0.8304
H 4.2679 1.9877 1.7603
H 2.7696 2.8511 1.4013
C 2.8194 2.5889 -1.3310
H 3.3165 3.5374 -1.5222
H 2.7559 2.0371 -2.2666
H 1.8087 2.7891 -0.9840
H 4.6061 1.5872 -0.6855
H 4.5565 -0.7240 -0.7557
H 3.4130 -2.8705 -0.4486
H 1.4514 -4.1177 0.7562
C -1.1473 -2.2947 -0.4538
N -2.3898 -2.0948 -0.2681
N -2.9066 -0.9818 -0.8455
C -4.0517 -0.3910 -0.4298
O -4.8631 -0.8447 0.3388
C -4.1477 1.0431 -0.9990
N -3.0168 1.7757 -0.5067
C -2.7886 2.2913 0.7356
N -1.5399 2.7182 0.7726
N -1.0175 2.4415 -0.4156
N -1.8490 1.8796 -1.1809
N -3.7309 2.3931 1.6986
H -3.3772 2.6685 2.6002
H -4.4513 1.6874 1.7128
H -5.0757 1.5126 -0.6657
H -4.1030 1.0386 -2.0897
H -2.2757 -0.4333 -1.4439
H -0.5612 -1.5992 -1.0718
H -2.0929 -4.4175 0.9416
H -1.5022 -5.1071 -0.5604
H -0.5959 -5.3786 0.9376
```

## Properties
DFT total energy	-29409.461	eV
orbital gap	8.5	eV
SMILES	CC(=C/c1ccc(C(C)C)cc1)/C=N/NC(=O)Cn1nnnc1N
highest occupied orbital energy	-8.2	eV